No. 1
{
  "formula": "C25H26N2O2S4SbSiW",
  "method": "ωB97M-V with the def2-TZVPD basis set",
  "homo_ev": -10.974,
  "homo_lumo_gap_ev": 6.11,
  "lumo_ev": -4.859,
  "total_charge": 1,
  "species": ["W", "O", "C", "C", "C", "C", "C", "C", "C", "N", "C", "C", "N", "H", "H", "H", "H", "H", "H", "H", "S", "Sb", "S", "S", "S", "C", "C", "C", "C", "Si", "O", "C", "C", "C", "C", "C", "C", "C", "C", "C", "C", "C", "C", "H", "H", "H", "H", "H", "H", "H", "H", "H", "H", "H", "H", "H", "H", "H", "H", "H", "H", "H"],
  "xyz": [[0.926, 1.591, -1.012], [2.762, 1.692, -1.140], [3.985, 1.140, -1.106], [5.097, 1.955, -0.949], [6.356, 1.388, -0.892], [6.506, 0.008, -0.977], [5.398, -0.798, -1.150], [4.119, -0.245, -1.236], [2.938, -1.042, -1.514], [1.693, -0.572, -1.597], [0.879, -1.631, -1.930], [1.634, -2.748, -2.045], [2.923, -2.360, -1.781], [4.951, 3.024, -0.877], [7.224, 2.023, -0.777], [7.490, -0.435, -0.918], [5.530, -1.870, -1.224], [-0.177, -1.494, -2.065], [1.367, -3.762, -2.280], [3.728, -2.961, -1.804], [0.034, 5.988, 0.119], [1.430, 4.463, -0.701], [1.173, 2.684, 1.067], [0.901, 1.985, -3.426], [-0.364, 3.186, -2.325], [-2.635, -1.956, -1.779], [-3.073, -0.775, -0.901], [-4.281, -1.203, -0.054], [-3.475, 0.403, -1.807], [-1.730, -0.123, 0.270], [-0.564, 0.672, -0.701], [-0.648, -1.345, 1.243], [0.704, -1.085, 1.469], [1.507, -1.936, 2.208], [0.961, -3.089, 2.755], [-0.384, -3.361, 2.570], [-1.177, -2.500, 1.826], [-2.421, 1.227, 1.384], [-3.144, 0.898, 2.535], [-3.690, 1.884, 3.339], [-3.529, 3.220, 3.005], [-2.823, 3.572, 1.865], [-2.279, 2.579, 1.066], [-3.516, -2.420, -2.227], [-2.103, -2.722, -1.210], [-2.001, -1.619, -2.602], [-5.118, -1.463, -0.706], [-4.605, -0.401, 0.611], [-4.043, -2.078, 0.556], [-4.179, 0.061, -2.569], [-2.606, 0.833, -2.313], [-3.957, 1.196, -1.232], [1.150, -0.174, 1.098], [2.550, -1.691, 2.369], [1.580, -3.757, 3.338], [-0.823, -4.246, 3.013], [-2.229, -2.728, 1.696], [-3.274, -0.146, 2.800], [-4.240, 1.606, 4.229], [-3.959, 3.990, 3.633], [-2.692, 4.611, 1.597], [-1.757, 2.855, 0.165]],
  "lowdin_charge": [0.9988, -0.4716, -0.2716, 0.0199, -0.0413, -0.0555, -0.0104, -0.0747, -0.2344, -0.0037, -0.0983, -0.0235, 0.1484, 0.1245, 0.1193, 0.1159, 0.1134, 0.0754, 0.1305, 0.1641, -0.1512, 0.4439, 0.1321, 0.1483, 0.0380, -0.0852, -0.5963, -0.0777, -0.0748, 0.6500, -0.5169, -0.2066, -0.1221, -0.0691, -0.0697, -0.0680, -0.0833, -0.2279, -0.0950, -0.0699, -0.0643, -0.0655, -0.1337, 0.0932, 0.0799, 0.0696, 0.0954, 0.0741, 0.0749, 0.0971, 0.0604, 0.0888, 0.0254, 0.1095, 0.1100, 0.1112, 0.0943, 0.1050, 0.1096, 0.1106, 0.0962, 0.0345]
}

***

No. 2
{
  "formula": "C2H3NO2S",
  "method": "ωB97M-V with the def2-TZVPD basis set",
  "smiles": "[H]/N=C/C=S(=O)=O",
  "homo_ev": [-9.498, -9.498],
  "homo_lumo_gap_ev": [8.46, 8.46],
  "lumo_ev": [-1.034, -1.034],
  "species": ["C", "C", "N", "O", "O", "S", "H", "H", "H"],
  "xyz": [[0.060, -0.224, 0.047], [1.160, 0.666, 0.090], [-1.073, 0.250, -0.066], [3.836, 0.946, 0.091], [2.911, -1.417, 0.026], [2.768, 0.001, -0.044], [0.449, -1.218, 0.320], [1.361, 1.749, 0.135], [-1.963, -0.311, 0.184]],
  "lowdin_charge": [-0.3912, -0.2051, 0.0823, -0.3120, -0.3082, 0.8307, 0.1094, 0.0908, 0.1033]
}

***

No. 3
{
  "formula": "C44H49CrF11O10S2",
  "method": "ωB97M-V with the def2-TZVPD basis set",
  "multiplicity": 4,
  "homo_ev": [-10.573, -10.573],
  "homo_lumo_gap_ev": [5.43, 6.37],
  "s2": 3.770,
  "lumo_ev": [-5.147, -4.199],
  "total_charge": 1,
  "species": ["Cr", "C", "F", "F", "F", "S", "O", "O", "O", "C", "F", "F", "F", "S", "O", "O", "O", "F", "C", "C", "C", "C", "C", "C", "H", "H", "H", "H", "H", "F", "C", "C", "C", "C", "C", "C", "H", "H", "H", "H", "H", "F", "C", "C", "C", "C", "C", "C", "H", "H", "H", "H", "H", "F", "C", "C", "C", "C", "C", "C", "H", "H", "H", "H", "H", "F", "C", "C", "C", "C", "C", "C", "H", "H", "H", "H", "H", "C", "C", "O", "C", "H", "H", "H", "H", "H", "H", "C", "C", "O", "C", "H", "H", "H", "H", "H", "H", "C", "C", "O", "C", "H", "H", "H", "H", "H", "H", "C", "C", "O", "C", "H", "H", "H", "H", "H", "H"],
  "xyz": [[-0.356, -0.642, 3.774], [-0.966, -4.817, 3.855], [-2.211, -4.882, 4.340], [-0.358, -6.013, 3.959], [-0.929, -4.420, 2.531], [0.004, -3.601, 4.745], [0.044, -4.123, 6.061], [1.241, -3.451, 3.984], [-0.808, -2.317, 4.542], [-0.003, -1.371, -0.546], [0.476, -2.608, -0.439], [0.374, -0.829, -1.711], [-1.364, -1.402, -0.409], [0.500, -0.130, 0.717], [-0.249, -0.790, 1.883], [1.951, -0.143, 0.860], [0.047, 1.190, 0.342], [-4.449, -0.958, -0.557], [-3.928, -0.480, -1.736], [-3.350, 0.776, -1.766], [-2.812, 1.242, -2.909], [-2.829, 0.471, -4.098], [-3.348, -0.792, -4.073], [-3.920, -1.245, -2.865], [-3.402, 1.335, -0.853], [-2.477, 2.290, -2.955], [-2.428, 0.844, -5.062], [-3.387, -1.413, -4.982], [-4.465, -2.196, -2.865], [1.152, 7.199, -3.812], [1.197, 6.305, -2.757], [0.015, 5.823, -2.188], [0.174, 4.890, -1.138], [1.446, 4.456, -0.729], [2.569, 5.058, -1.246], [2.445, 5.980, -2.269], [-1.003, 6.136, -2.441], [-0.742, 4.431, -0.708], [1.499, 3.615, -0.080], [3.564, 4.750, -0.913], [3.307, 6.416, -2.715], [-0.522, 3.270, -7.181], [0.356, 2.617, -6.416], [1.415, 1.980, -7.083], [2.384, 1.321, -6.375], [2.325, 1.302, -4.955], [1.241, 1.884, -4.299], [0.207, 2.523, -5.024], [1.294, 1.972, -8.161], [3.198, 0.820, -6.856], [3.027, 0.774, -4.357], [1.172, 1.793, -3.207], [-0.578, 3.112, -4.514], [-0.559, -6.589, -0.726], [-1.695, -6.080, -0.202], [-2.447, -6.870, 0.714], [-3.585, -6.312, 1.245], [-3.999, -5.023, 0.963], [-3.214, -4.256, 0.086], [-2.077, -4.792, -0.489], [-2.019, -7.769, 1.043], [-4.233, -6.882, 1.892], [-4.884, -4.638, 1.472], [-3.474, -3.249, -0.222], [-1.506, -4.266, -1.240], [1.103, -3.436, -8.134], [0.673, -3.322, -6.849], [0.209, -4.458, -6.196], [-0.344, -4.292, -4.916], [-0.297, -3.041, -4.336], [0.109, -1.874, -5.028], [0.626, -2.068, -6.295], [0.116, -5.416, -6.692], [-0.805, -5.100, -4.401], [-0.690, -2.867, -3.336], [-0.004, -0.925, -4.512], [0.986, -1.208, -6.851], [3.126, -0.765, 6.153], [2.605, -0.880, 4.790], [1.388, -0.706, 4.599], [3.545, -1.227, 3.648], [3.648, -1.715, 6.375], [2.329, -0.673, 6.839], [3.927, 0.007, 6.117], [3.257, -0.839, 2.690], [3.573, -2.380, 3.593], [4.550, -0.844, 3.885], [4.016, 3.066, 1.796], [4.273, 4.236, 2.721], [4.151, 4.211, 3.925], [4.707, 5.563, 1.990], [4.979, 2.706, 1.394], [3.366, 3.305, 0.929], [3.537, 2.246, 2.349], [5.751, 5.568, 2.280], [4.220, 6.459, 2.285], [4.707, 5.404, 0.882], [1.025, 3.150, 5.235], [0.503, 2.516, 3.964], [0.161, 1.349, 3.985], [0.475, 3.372, 2.640], [0.266, 3.778, 5.707], [1.879, 3.750, 4.956], [1.321, 2.412, 5.990], [1.430, 3.935, 2.625], [-0.262, 4.166, 2.636], [0.461, 2.634, 1.847], [-4.013, -0.784, 5.311], [-3.372, -0.511, 3.943], [-2.221, -0.031, 4.041], [-4.035, -0.709, 2.649], [-5.010, -1.226, 5.289], [-4.008, 0.154, 5.826], [-3.381, -1.588, 5.698], [-3.271, -0.497, 1.869], [-4.952, -0.093, 2.599], [-4.374, -1.739, 2.621]],
  "lowdin_charge": [1.1051, -0.6154, 0.1517, 0.1561, 0.1049, 0.6132, -0.2056, -0.2607, -0.3931, -0.6089, 0.1793, 0.1414, 0.1019, 0.6269, -0.3940, -0.2727, -0.2688, 0.0211, -0.2857, -0.0513, -0.0782, -0.0854, -0.0771, -0.0202, 0.1150, 0.1089, 0.1144, 0.1240, 0.1255, 0.0355, -0.2418, -0.0030, -0.0732, -0.1081, -0.0876, -0.0110, 0.1209, 0.1103, 0.0566, 0.0937, 0.1161, 0.0693, -0.2820, -0.0236, -0.0811, -0.0852, -0.0921, -0.0193, 0.1225, 0.1028, 0.0902, 0.1009, 0.1102, 0.0659, -0.2573, 0.0033, -0.1045, -0.0899, -0.0774, -0.0391, 0.1038, 0.1083, 0.1017, 0.0818, 0.1014, 0.0491, -0.2707, 0.0015, -0.0744, -0.1037, -0.0630, -0.0199, 0.1181, 0.0952, 0.0771, 0.0884, 0.1076, 0.0326, -0.3703, -0.0831, 0.0369, 0.1295, 0.0882, 0.1295, 0.0558, 0.1425, 0.1003, -0.0210, -0.4692, 0.0516, 0.0055, 0.1061, 0.0608, 0.0713, 0.0824, 0.0706, 0.0675, 0.0301, -0.3327, -0.0287, 0.0457, 0.1086, 0.0679, 0.0957, 0.0810, 0.1022, 0.0419, 0.0450, -0.3544, -0.0679, 0.0396, 0.0972, 0.0969, 0.1021, 0.1029, 0.1326, 0.1099]
}

***

No. 4
{
  "formula": "C4H2F4",
  "method": "ωB97M-V with the def2-TZVPD basis set",
  "homo_ev": [-8.728, -8.791],
  "homo_lumo_gap_ev": [8.51, 8.53],
  "lumo_ev": [-0.219, -0.260],
  "species": ["C", "C", "C", "C", "F", "F", "F", "F", "H", "H"],
  "xyz": [[-0.054, 1.215, 1.992], [-0.008, 0.686, 0.933], [0.395, 0.382, -0.343], [2.635, -0.337, 0.089], [0.541, 1.426, -1.170], [2.864, -0.005, 1.329], [2.625, -1.611, -0.283], [3.467, 0.362, -0.671], [-0.036, 1.496, 3.027], [0.156, -0.586, -0.719]],
  "lowdin_charge": [0.1524, -0.1367, -0.1735, -0.4693, 0.0461, 0.1568, 0.1353, 0.1355, 0.0486, 0.1048]
}

***

no.,calculated total energy (Eh),molecular weight (u)
1,-3417.80246,848.4
2,-681.31409,105.1
3,-5397.58945,1063.0
4,-552.90576,126.1